Molecular formula: F3HN2O2S
Method: DFT, wB97M-V/def2-TZVPD

```
9
Properties=species:S:1:pos:R:3:forces:R:3
N -1.8341 -0.1093 -0.2996 -1.229 -1.261 0.159
N 1.8382 -0.7313 0.9780 0.406 -0.618 -0.887
O -0.0348 0.7509 -1.9050 0.291 -0.127 -1.044
O -0.6661 1.9263 0.2181 0.115 0.705 0.222
F -1.6978 -1.5117 -0.6533 -0.313 2.070 0.822
F 2.6069 0.0888 1.6809 0.185 0.125 -0.014
F 2.6718 -1.1882 -0.0265 -0.638 0.483 0.894
S -0.3483 0.7410 -0.5231 -1.133 -0.703 1.500
H -2.5359 0.0336 0.5306 2.317 -0.673 -1.652
```
Forces are in eV/Å.

For the gap between HOMO and LUMO (alpha / beta), the calculation gives 9.019 / 8.611 eV. As for the HOMO energy (alpha / beta): -10.34 / -11.28 eV. For the energy above the lowest of the compared OMol25 structures with the same formula, charge and spin, the calculation gives 50.2 kcal/mol.